Record 1
Entry from the OMol25 dataset: C4H6O2 in the gas phase (wB97M-V/def2-TZVPD).

Each line ends with the Mulliken charge.
CARTESIAN COORDINATES (ANGSTROEM)
1 O 1.9142 1.1399 0.8158  -0.457
2 C 1.7207 0.0579 0.3211  -0.112
3 C 0.7519 -0.1750 -0.8222  -0.219
4 C -0.4616 -0.2733 0.0945  -0.062
5 C -1.7242 0.4513 0.1366  -0.338
6 O -1.6668 -0.9466 -0.1645  -0.454
7 H 2.0665 -0.8839 0.8013  0.380
8 H 0.9502 -1.1204 -1.3443  0.224
9 H 0.7868 0.6629 -1.5245  0.329
10 H -0.1033 -0.4886 1.1070  0.258
11 H -2.0407 0.7230 1.1441  0.206
12 H -2.1280 1.0622 -0.6660  0.243

Cartesian forces, eV/Å:
0.31 -0.45 -0.37
0.36 0.31 0.00
0.00 0.11 0.08
0.13 0.00 0.32
-0.13 0.28 0.06
-0.21 -0.19 -0.19
0.27 0.22 -0.01
-0.09 0.20 0.20
-0.34 -0.13 0.16
-0.35 -0.21 -0.01
-0.35 -0.15 -0.23
0.39 0.01 0.00

Results
SMILES string ... O=CC[C@H]1CO1
Largest force on an atom ... 0.660 eV Å⁻¹
Energy ... -8337.8819 eV
Energy above the lowest of the compared OMol25 structures with the same formula, charge and spin ... 248.86 kJ/mol
Spin multiplicity ... 1

Record 2
Entry from the OMol25 dataset: C4H6O2 in the gas phase (wB97M-V/def2-TZVPD).

Each line ends with the Mulliken charge.
CARTESIAN COORDINATES (ANGSTROEM)
1 C -1.9600 0.0694 -0.0072  -1.048
2 C -0.5829 0.6577 -0.1337  0.698
3 O -0.3256 1.8206 -0.3471  -0.526
4 C 0.5284 -0.4042 -0.0724  0.560
5 C 1.9713 -0.0859 0.1969  -0.994
6 O 0.2190 -1.5322 -0.3946  -0.517
7 H -2.7133 0.8557 -0.0079  0.324
8 H -2.1302 -0.6372 -0.8258  0.288
9 H -2.0062 -0.5189 0.9153  0.318
10 H 2.3289 -0.7171 1.0176  0.318
11 H 2.4324 -0.4671 -0.7135  0.280
12 H 2.2382 0.9592 0.3723  0.299

Cartesian forces, eV/Å:
-0.08 0.11 0.04
-0.06 0.29 -0.07
-0.01 -0.54 0.20
0.10 -0.47 -0.26
0.04 0.02 -0.03
-0.06 0.28 0.27
0.08 -0.05 0.00
0.02 0.15 0.12
-0.08 0.09 -0.11
-0.12 0.13 -0.11
0.48 0.19 0.05
-0.30 -0.20 -0.10

Results
SMILES string ... CC(=O)C(C)=O
Largest force on an atom ... 0.577 eV Å⁻¹
Energy ... -8339.7418 eV
Energy above the lowest of the compared OMol25 structures with the same formula, charge and spin ... 69.41 kJ/mol
Spin multiplicity ... 1

Record 3
Entry from the OMol25 dataset: 2 unconnected molecules or ions with the total composition C4H6O2 (wB97M-V/def2-TZVPD).

Each line ends with the Mulliken charge.
CARTESIAN COORDINATES (ANGSTROEM)
1 C 1.5027 -1.0836 -0.0742  -0.702
2 C 1.0691 0.1010 0.2653  0.164
3 C 0.3963 1.1972 0.5322  -0.208
4 O -0.3684 1.4093 1.6478  -0.471
5 H 0.8098 -1.7419 -0.6025  0.252
6 H 2.5059 -1.4566 0.1203  0.257
7 H 0.3818 2.0612 -0.1264  0.378
8 H -0.3637 0.5905 2.1635  0.345
9 C -1.4808 -0.2641 -0.9784  -0.103
10 O -1.3045 -1.4552 -1.0752  -0.453
11 H -1.9860 0.1950 -0.1051  0.250
12 H -1.1623 0.4473 -1.7672  0.290

Cartesian forces, eV/Å:
-0.04 0.14 -0.01
-0.11 -0.02 -0.01
0.27 -0.08 -0.24
0.05 -0.20 0.21
0.19 0.03 0.06
-0.14 0.19 0.07
0.14 -0.14 0.08
-0.04 0.17 0.04
-0.02 -0.25 -0.05
-0.24 0.50 -0.03
0.03 -0.17 -0.14
-0.07 -0.19 0.04

Results
SMILES string ... C=C=CO.C=O
Largest force on an atom ... 0.555 eV Å⁻¹
Energy ... -8337.1450 eV
Energy above the lowest of the compared OMol25 structures with the same formula, charge and spin ... 319.96 kJ/mol
Spin multiplicity ... 1

Record 4
Entry from the OMol25 dataset: C4H6O2 in the gas phase in a non-equilibrium geometry (wB97M-V/def2-TZVPD).

Each line ends with the Mulliken charge.
CARTESIAN COORDINATES (ANGSTROEM)
1 C -2.2232 -0.0823 0.0218  -1.057
2 C -0.7248 0.1151 -0.0265  0.561
3 C 0.1241 1.1713 -0.0213  -0.308
4 O 1.4595 0.6857 0.0286  -0.379
5 C 1.4289 -0.6947 0.0317  -0.035
6 O 0.0481 -0.9873 -0.0667  -0.369
7 H -2.6528 0.3732 0.8981  0.272
8 H -2.7878 0.2438 -0.7717  0.307
9 H -2.2172 -1.1975 0.1399  0.291
10 H 0.1322 2.2390 -0.1329  0.358
11 H 1.9674 -1.2059 -0.8724  0.179
12 H 1.8683 -1.0964 1.0095  0.180

Cartesian forces, eV/Å:
2.52 -2.18 2.08
0.89 3.30 -0.33
0.25 -1.32 -0.02
0.17 1.20 -0.37
0.22 -1.07 -0.20
-0.29 -2.85 0.25
0.01 0.05 0.52
-0.90 0.56 -2.24
-0.92 0.89 -0.18
-0.63 0.02 0.21
-0.75 1.05 1.41
-0.56 0.35 -1.11

Results
SMILES string ... CC1=COCO1
Largest force on an atom ... 3.924 eV Å⁻¹
Energy ... -8338.1588 eV
Energy above the lowest of the compared OMol25 structures with the same formula, charge and spin ... 222.14 kJ/mol
Spin multiplicity ... 1